[1]
Entry from the Open Molecules 2025 dataset: a 2-piece molecular cluster, C4H12 overall (ωB97M-V/def2-TZVPD).

Calculated values
highest occupied orbital energy	-11.5	eV
LUMO level	1.16	eV
multiplicity	1
energy	-159.5760	Ha
orbital gap	0.4649	hartree
ΔE to the lowest compared entry with this formula, charge and spin	5.6	kcal per mole

Each line ends with the Löwdin charge.
Positions of all 16 atoms, in Å:
C  -1.99  0.96  0.34  -0.161
C  -1.69  0.36  1.73  -0.168
H  -2.52  0.27  -0.31  0.062
H  -2.54  1.89  0.47  0.062
H  -1.05  1.25  -0.13  0.037
H  -2.06  0.97  2.55  0.058
H  -0.62  0.25  1.90  0.048
H  -2.12  -0.64  1.84  0.058
C  2.24  -1.28  -1.23  -0.169
C  1.44  -0.05  -0.85  -0.182
H  2.70  -1.10  -2.20  0.063
H  3.06  -1.46  -0.55  0.061
H  1.62  -2.16  -1.39  0.063
H  2.03  0.86  -0.74  0.068
H  0.63  0.14  -1.55  0.060
H  0.82  -0.19  0.04  0.041

[2]
Entry from the Open Molecules 2025 dataset: a 2-piece molecular cluster, C4H12 overall (ωB97M-V/def2-TZVPD).

Calculated values
highest occupied orbital energy	-11.6	eV
LUMO level	1.14	eV
multiplicity	1
energy	-159.5751	Ha
orbital gap	0.4669	hartree
ΔE to the lowest compared entry with this formula, charge and spin	6.2	kcal per mole

Each line ends with the Löwdin charge.
Positions of all 16 atoms, in Å:
C  1.03  1.75  -0.44  -0.178
C  0.22  1.76  -1.74  -0.168
H  0.40  1.91  0.43  0.055
H  1.56  0.80  -0.30  0.057
H  1.74  2.57  -0.46  0.057
H  0.26  0.82  -2.28  0.056
H  0.61  2.57  -2.37  0.057
H  -0.82  2.06  -1.64  0.059
C  -1.01  -1.12  0.93  -0.169
C  -0.23  -2.41  1.24  -0.158
H  -1.55  -0.76  1.82  0.064
H  -0.44  -0.24  0.65  0.024
H  -1.77  -1.26  0.17  0.064
H  0.61  -2.24  1.91  0.059
H  -0.97  -3.11  1.63  0.060
H  0.11  -2.85  0.31  0.059